1.
{"formula": "C41H31BF6O2", "method": "ωB97M-V with the def2-TZVPD basis set", "e_homo_ha": -0.28066, "gap_ev": 4.6880, "total_charge": 0, "multiplicity": 1, "energy_ev": -64091.6757, "symbols": ["F", "C", "C", "C", "C", "C", "F", "C", "B", "C", "C", "F", "C", "C", "C", "C", "F", "C", "C", "F", "C", "C", "C", "C", "F", "H", "H", "H", "H", "H", "H", "H", "H", "H", "H", "C", "O", "C", "C", "C", "C", "C", "C", "C", "C", "C", "C", "C", "C", "C", "C", "C", "C", "C", "O", "C", "C", "C", "C", "C", "H", "H", "H", "H", "H", "H", "H", "H", "H", "H", "H", "H", "H", "H", "H", "H", "H", "H", "H", "H", "H"], "positions_angstrom": [[-0.64, 7.68, 5.33], [-1.71, 6.88, 4.99], [-1.84, 6.55, 3.63], [-2.99, 5.89, 3.20], [-4.05, 5.69, 4.10], [-3.83, 5.99, 5.44], [-4.88, 5.79, 6.31], [-2.66, 6.55, 5.96], [-2.63, 6.80, 7.55], [-1.34, 7.63, 8.02], [-0.19, 7.10, 8.60], [0.03, 5.72, 8.49], [0.84, 7.88, 9.14], [0.78, 9.27, 8.96], [-0.28, 9.84, 8.25], [-1.29, 9.01, 7.78], [-2.20, 9.56, 6.92], [-3.91, 7.71, 8.06], [-4.12, 7.79, 9.43], [-3.34, 6.99, 10.25], [-5.05, 8.62, 10.05], [-5.87, 9.42, 9.24], [-5.77, 9.31, 7.85], [-4.78, 8.50, 7.30], [-4.66, 8.58, 5.94], [-2.51, 5.66, 8.17], [-1.05, 6.84, 2.95], [-3.10, 5.55, 2.15], [-5.03, 5.32, 3.79], [1.66, 7.37, 9.65], [1.57, 9.91, 9.36], [-0.34, 10.91, 8.03], [-5.10, 8.62, 11.14], [-6.58, 10.10, 9.70], [-6.44, 9.87, 7.19], [5.02, -0.32, 13.82], [3.91, -0.88, 13.08], [3.09, 0.02, 12.48], [2.02, -0.45, 11.68], [1.13, 0.45, 11.11], [1.16, 1.84, 11.43], [0.10, 2.77, 10.99], [-0.49, 2.74, 9.71], [-1.83, 3.07, 9.33], [-2.71, 1.98, 8.98], [-4.11, 2.14, 8.77], [-4.95, 1.03, 8.71], [-4.43, -0.27, 8.82], [-3.04, -0.44, 8.94], [-2.20, 0.65, 8.97], [-0.32, 3.82, 11.90], [-0.23, 3.73, 13.33], [-0.66, 4.77, 14.13], [-1.27, 5.93, 13.57], [-1.89, 6.85, 14.37], [-2.39, 8.03, 13.67], [-1.29, 6.06, 12.16], [-0.86, 5.01, 11.39], [2.24, 2.28, 12.22], [3.19, 1.41, 12.71], [5.60, -1.15, 14.22], [5.66, 0.28, 13.16], [4.66, 0.31, 14.66], [1.92, -1.52, 11.53], [0.35, 0.09, 10.44], [0.12, 2.29, 8.91], [-2.29, 4.05, 9.37], [-4.47, 3.17, 8.67], [-6.02, 1.17, 8.61], [-5.09, -1.15, 8.83], [-2.62, -1.44, 9.04], [-1.11, 0.51, 9.03], [0.17, 2.82, 13.79], [-0.54, 4.71, 15.22], [-2.56, 8.76, 14.46], [-1.67, 8.43, 12.94], [-3.33, 7.81, 13.15], [-1.68, 6.95, 11.66], [-0.95, 5.15, 10.32], [2.37, 3.33, 12.47], [4.03, 1.79, 13.30]]}

***

2.
{"formula": "C41H31GeN4NdO6", "method": "ωB97M-V with the def2-TZVPD basis set", "e_homo_ha": [-0.32260, -0.32266], "gap_ev": [8.5894, 8.5932], "total_charge": 0, "multiplicity": 4, "energy_ev": -133065.0353, "s_squared": 3.753, "symbols": ["Nd", "O", "C", "N", "C", "O", "C", "C", "C", "C", "C", "N", "C", "C", "C", "C", "C", "N", "H", "H", "H", "H", "H", "H", "H", "H", "O", "C", "O", "C", "C", "Ge", "C", "C", "C", "C", "C", "C", "C", "C", "C", "C", "C", "C", "C", "C", "C", "C", "C", "C", "H", "H", "H", "H", "H", "H", "H", "H", "H", "H", "H", "H", "H", "H", "H", "H", "H", "H", "H", "O", "C", "N", "C", "O", "C", "C", "C", "C", "C", "C", "H", "H", "H", "H"], "positions_angstrom": [[-0.28, -1.53, -0.08], [0.15, -6.12, -0.15], [-0.06, -4.96, 0.11], [0.31, -3.86, -0.64], [1.35, -4.05, -1.52], [2.16, -4.95, -1.54], [1.51, -2.94, -2.55], [2.49, -3.07, -3.52], [2.63, -2.06, -4.45], [1.79, -0.96, -4.38], [0.86, -0.90, -3.37], [0.71, -1.88, -2.47], [-0.93, -4.66, 1.31], [-1.25, -5.71, 2.17], [-2.16, -5.49, 3.18], [-2.76, -4.24, 3.28], [-2.38, -3.26, 2.39], [-1.45, -3.44, 1.45], [3.11, -3.95, -3.50], [3.38, -2.13, -5.23], [1.87, -0.14, -5.08], [0.20, -0.04, -3.24], [-0.79, -6.67, 1.99], [-2.42, -6.29, 3.87], [-3.52, -4.04, 4.01], [-2.85, -2.29, 2.41], [1.85, -1.77, 0.85], [2.26, -0.75, 0.22], [1.46, -0.07, -0.50], [3.63, -0.19, 0.44], [3.49, 0.94, 1.48], [1.97, 2.17, 1.27], [2.20, 3.57, 2.62], [3.10, 3.44, 3.68], [3.21, 4.44, 4.64], [2.43, 5.58, 4.56], [1.53, 5.72, 3.51], [1.42, 4.73, 2.55], [0.27, 1.29, 1.71], [0.23, 0.16, 2.54], [-0.98, -0.39, 2.95], [-2.17, 0.19, 2.53], [-2.15, 1.29, 1.70], [-0.94, 1.84, 1.30], [1.87, 3.09, -0.44], [2.70, 4.20, -0.64], [2.67, 4.90, -1.84], [1.80, 4.52, -2.84], [0.96, 3.43, -2.65], [1.00, 2.72, -1.46], [3.99, 0.22, -0.50], [4.31, -0.96, 0.79], [4.39, 1.56, 1.48], [3.40, 0.51, 2.48], [3.72, 2.56, 3.77], [3.92, 4.32, 5.46], [2.52, 6.36, 5.31], [0.92, 6.61, 3.44], [0.73, 4.86, 1.73], [1.15, -0.26, 2.92], [-0.98, -1.23, 3.64], [-3.12, -0.22, 2.86], [-3.08, 1.73, 1.37], [-0.95, 2.71, 0.65], [3.37, 4.52, 0.14], [3.33, 5.75, -1.98], [1.76, 5.07, -3.77], [0.27, 3.13, -3.43], [0.35, 1.86, -1.34], [-4.53, -2.66, 0.24], [-3.97, -1.95, -0.55], [-2.70, -1.39, -0.39], [-2.47, -0.59, -1.45], [-1.40, 0.04, -1.57], [-3.62, -0.62, -2.41], [-3.83, 0.00, -3.62], [-5.03, -0.25, -4.27], [-5.97, -1.10, -3.72], [-5.74, -1.72, -2.49], [-4.55, -1.45, -1.86], [-3.09, 0.67, -4.05], [-5.25, 0.21, -5.23], [-6.90, -1.29, -4.25], [-6.47, -2.39, -2.04]]}

***

3.
{"formula": "C41H31MnN8O2S", "method": "ωB97M-V with the def2-TZVPD basis set", "e_homo_ha": [-0.47406, -0.47491], "gap_ev": [5.2333, 6.3779], "total_charge": 2, "multiplicity": 5, "energy_ev": -101173.7245, "s_squared": 6.484, "symbols": ["Mn", "C", "C", "N", "C", "C", "N", "C", "C", "C", "C", "C", "N", "C", "C", "N", "C", "C", "N", "C", "C", "C", "N", "C", "C", "H", "H", "H", "H", "H", "H", "H", "H", "H", "H", "H", "H", "S", "C", "C", "C", "C", "C", "C", "C", "C", "C", "N", "H", "H", "H", "H", "H", "H", "C", "O", "C", "C", "C", "C", "C", "C", "N", "C", "C", "C", "C", "C", "C", "C", "O", "H", "H", "H", "H", "H", "H", "H", "H", "H", "H", "H", "H", "H"], "positions_angstrom": [[-0.54, -0.22, -0.79], [0.38, 2.79, -4.12], [0.33, 1.62, -3.39], [-0.42, 1.64, -2.23], [-1.31, 2.65, -2.05], [-1.23, 3.82, -2.85], [-0.39, 3.87, -3.92], [-2.23, 2.50, -0.89], [-3.35, 3.24, -0.70], [-4.01, 3.06, 0.52], [-3.61, 2.08, 1.45], [-2.55, 1.28, 1.01], [-1.87, 1.37, -0.15], [-2.11, 0.15, 1.84], [-2.60, -0.22, 3.09], [-2.26, -1.35, 3.66], [-1.51, -2.19, 2.97], [-1.02, -1.90, 1.74], [-1.27, -0.70, 1.15], [-5.14, 3.93, 0.90], [-5.97, 4.48, -0.10], [-7.22, 5.02, 0.30], [-7.55, 5.18, 1.59], [-6.67, 4.80, 2.54], [-5.46, 4.16, 2.26], [1.10, 2.95, -4.93], [0.79, 0.71, -3.72], [-1.92, 4.63, -2.63], [-3.72, 3.95, -1.50], [-4.20, 1.83, 2.33], [-3.13, 0.49, 3.75], [-1.19, -3.09, 3.50], [-0.27, -2.51, 1.25], [-5.73, 4.43, -1.16], [-7.98, 5.35, -0.44], [-7.01, 5.02, 3.49], [-4.74, 3.75, 2.97], [-3.50, -3.07, -2.89], [-3.67, -1.42, -3.45], [-2.67, -0.65, -3.04], [-1.74, -1.25, -2.14], [-1.94, -2.59, -1.97], [-0.99, -3.50, -1.52], [-1.33, -4.91, -1.41], [-0.31, -5.84, -1.17], [0.99, -5.35, -0.92], [1.21, -3.95, -0.92], [0.23, -3.05, -1.18], [-4.51, -1.13, -4.08], [-2.63, 0.45, -3.22], [-2.27, -5.30, -1.72], [-0.53, -6.92, -1.05], [1.90, -5.92, -0.79], [2.14, -3.43, -0.82], [7.27, -0.69, 2.50], [5.94, -0.17, 2.26], [4.86, -0.85, 2.72], [4.97, -2.25, 3.14], [3.83, -3.03, 3.25], [2.57, -2.39, 3.10], [2.46, -1.04, 2.79], [3.59, -0.28, 2.46], [3.46, 1.00, 1.79], [3.90, 1.32, 0.56], [3.76, 0.62, -0.68], [4.95, 0.53, -1.51], [5.02, -0.39, -2.54], [3.79, -0.99, -2.98], [2.64, -0.84, -2.29], [2.52, -0.07, -1.07], [1.42, 0.06, -0.39], [7.84, 0.27, 2.49], [7.68, -1.31, 1.71], [7.33, -1.20, 3.50], [5.97, -2.73, 3.04], [3.82, -4.13, 3.52], [1.68, -3.04, 3.34], [1.46, -0.61, 2.73], [2.89, 1.65, 2.38], [4.42, 2.32, 0.47], [5.81, 1.08, -1.25], [5.98, -0.80, -2.92], [3.70, -1.56, -3.96], [1.69, -1.22, -2.62]]}

***

4.
{"formula": "C41H32BrCl2GeN3O4Pd", "method": "ωB97M-V with the def2-TZVPD basis set", "e_homo_ha": [-0.08315, -0.19286], "gap_ev": [4.3814, 7.3666], "total_charge": -1, "multiplicity": 2, "energy_ev": -210782.4797, "s_squared": 0.786, "symbols": ["Pd", "C", "O", "C", "C", "C", "Br", "C", "C", "C", "O", "C", "N", "C", "C", "C", "C", "C", "C", "N", "H", "H", "H", "H", "H", "H", "H", "H", "H", "H", "H", "N", "C", "C", "C", "C", "C", "C", "C", "H", "H", "H", "H", "H", "C", "C", "C", "C", "C", "C", "Ge", "C", "C", "C", "C", "C", "C", "C", "C", "C", "C", "C", "C", "H", "H", "H", "H", "H", "H", "H", "H", "H", "H", "H", "H", "H", "H", "H", "Cl", "C", "Cl", "C", "O", "O", "H"], "positions_angstrom": [[-0.11, -0.77, -0.36], [-2.19, -3.50, -0.63], [-2.49, -2.32, 0.10], [-3.58, -1.61, -0.25], [-4.75, -2.16, -0.74], [-5.83, -1.33, -1.02], [-7.45, -2.11, -1.65], [-5.75, 0.02, -0.85], [-4.56, 0.59, -0.38], [-3.47, -0.22, -0.06], [-2.30, 0.24, 0.38], [-4.40, 2.04, -0.32], [-3.33, 2.64, 0.16], [-3.55, 4.00, -0.01], [-2.74, 5.08, 0.32], [-3.22, 6.35, 0.03], [-4.47, 6.54, -0.57], [-5.29, 5.47, -0.90], [-4.80, 4.20, -0.60], [-5.32, 2.93, -0.79], [-2.78, -4.34, -0.27], [-1.14, -3.69, -0.45], [-2.35, -3.33, -1.70], [-4.81, -3.23, -0.90], [-6.61, 0.64, -1.08], [-2.33, 1.23, 0.36], [-1.77, 4.92, 0.77], [-2.61, 7.21, 0.26], [-4.81, 7.55, -0.79], [-6.26, 5.62, -1.36], [-6.19, 2.70, -1.24], [0.05, -1.73, 1.38], [0.09, -1.23, 2.45], [0.14, -0.66, 3.72], [1.38, -0.51, 4.40], [1.41, 0.02, 5.67], [0.24, 0.43, 6.31], [-0.98, 0.31, 5.64], [-1.05, -0.22, 4.37], [2.29, -0.81, 3.89], [2.36, 0.13, 6.17], [0.28, 0.84, 7.31], [-1.89, 0.64, 6.12], [-1.99, -0.31, 3.85], [4.24, 0.82, -4.59], [4.27, 1.51, -3.39], [3.70, 0.95, -2.25], [3.11, -0.31, -2.29], [3.09, -0.98, -3.51], [3.65, -0.43, -4.65], [2.23, -1.05, -0.69], [3.04, -2.84, -0.46], [4.16, -3.24, -1.19], [4.74, -4.50, -0.99], [4.20, -5.37, -0.06], [3.08, -4.99, 0.67], [2.51, -3.74, 0.47], [3.04, -0.03, 0.83], [4.22, -0.45, 1.44], [4.75, 0.22, 2.55], [4.10, 1.33, 3.06], [2.92, 1.77, 2.46], [2.40, 1.09, 1.37], [4.67, 1.26, -5.48], [4.73, 2.49, -3.34], [3.73, 1.50, -1.32], [2.62, -1.96, -3.57], [3.61, -0.97, -5.59], [4.60, -2.57, -1.91], [5.61, -4.79, -1.57], [4.64, -6.35, 0.09], [2.65, -5.67, 1.40], [1.63, -3.45, 1.04], [4.74, -1.32, 1.06], [5.67, -0.14, 3.01], [4.49, 1.84, 3.93], [2.40, 2.63, 2.86], [1.48, 1.45, 0.92], [0.20, 1.05, -5.07], [-0.81, -0.26, -4.45], [-0.13, -1.85, -4.93], [-1.02, -0.24, -2.92], [-2.00, -0.91, -2.57], [-0.21, 0.40, -2.21], [-1.78, -0.19, -4.94]]}

***

5.
{"formula": "C41H33ClFeIN2OP2", "method": "ωB97M-V with the def2-TZVPD basis set", "e_homo_ha": [-0.44300, -0.44314], "gap_ev": [5.6113, 3.4009], "total_charge": 2, "multiplicity": 6, "energy_ev": -121654.8444, "s_squared": 8.789, "symbols": ["Fe", "C", "N", "C", "P", "C", "C", "C", "C", "C", "C", "C", "C", "C", "C", "C", "C", "C", "C", "C", "C", "C", "C", "P", "C", "C", "C", "C", "C", "C", "C", "C", "C", "C", "C", "C", "H", "H", "H", "H", "H", "H", "H", "H", "H", "H", "H", "H", "H", "H", "H", "H", "H", "H", "H", "H", "H", "H", "H", "H", "H", "H", "H", "H", "H", "Cl", "C", "C", "C", "I", "C", "O", "C", "N", "C", "C", "C", "C", "H", "H", "H", "H"], "positions_angstrom": [[-0.03, -0.91, -1.55], [-0.49, 2.17, -0.05], [0.24, 1.95, 1.17], [0.94, 0.72, 1.37], [-0.05, -0.77, 0.77], [-1.64, -0.55, 1.60], [-1.78, -0.17, 2.94], [-3.06, -0.10, 3.50], [-4.18, -0.41, 2.73], [-4.04, -0.77, 1.40], [-2.77, -0.84, 0.83], [0.79, -2.06, 1.71], [0.05, -3.08, 2.32], [0.71, -4.10, 3.00], [2.10, -4.11, 3.07], [2.84, -3.12, 2.43], [2.19, -2.10, 1.74], [0.22, 2.91, 2.17], [1.34, 3.08, 3.01], [1.33, 4.05, 3.98], [0.22, 4.87, 4.16], [-0.90, 4.69, 3.35], [-0.91, 3.74, 2.36], [0.34, 1.44, -1.58], [-0.44, 2.51, -2.82], [0.32, 3.12, -3.82], [-0.32, 3.87, -4.80], [-1.70, 3.99, -4.80], [-2.46, 3.38, -3.82], [-1.83, 2.62, -2.83], [2.05, 2.00, -1.44], [2.40, 3.31, -1.06], [3.74, 3.67, -1.04], [4.73, 2.75, -1.39], [4.38, 1.45, -1.74], [3.04, 1.07, -1.75], [-0.64, 3.26, -0.19], [-1.50, 1.73, 0.00], [1.20, 0.61, 2.44], [1.89, 0.71, 0.81], [-0.90, 0.04, 3.56], [-3.17, 0.19, 4.55], [-5.18, -0.36, 3.18], [-4.92, -1.02, 0.80], [-2.65, -1.12, -0.22], [-1.04, -3.06, 2.28], [0.13, -4.89, 3.48], [2.61, -4.91, 3.61], [3.93, -3.14, 2.45], [2.78, -1.34, 1.20], [2.24, 2.46, 2.85], [2.23, 4.18, 4.61], [0.22, 5.65, 4.93], [-1.79, 5.32, 3.50], [-1.81, 3.59, 1.74], [1.41, 3.02, -3.82], [0.28, 4.36, -5.57], [-2.20, 4.57, -5.59], [-3.55, 3.47, -3.81], [-2.43, 2.10, -2.07], [1.62, 4.05, -0.80], [4.02, 4.69, -0.75], [5.78, 3.06, -1.37], [5.15, 0.72, -2.01], [2.76, 0.05, -2.03], [-1.03, -7.80, -1.65], [-0.37, -6.23, -1.66], [0.97, -6.04, -1.35], [1.53, -4.77, -1.36], [3.55, -4.45, -0.97], [0.75, -3.63, -1.59], [1.26, -2.43, -1.56], [-0.64, -3.81, -1.89], [-1.36, -2.68, -2.12], [-2.63, -2.83, -2.49], [-3.25, -4.07, -2.64], [-2.55, -5.22, -2.36], [-1.20, -5.12, -1.97], [1.58, -6.93, -1.12], [-3.19, -1.90, -2.70], [-4.30, -4.12, -2.96], [-3.02, -6.21, -2.44]]}